(1)
DFT (wB97M-V/def2-TZVPD) results for a molecular structure, C20H57N5O7Sr2 in a non-equilibrium geometry.

Output
2S+1 = 1
net charge = +2
E_HOMO = -0.438 Ha

Geometry (Å):
O 0.2125 -1.0952 -0.6581
C 0.4468 -1.0616 5.9897
H 1.8390 1.9993 7.2958
C 0.1204 -3.0548 -8.4146
H 1.9636 5.0685 0.6559
H 0.3773 0.3041 7.6893
C -1.1216 -1.1301 5.8103
N -0.6444 3.9072 0.8547
H 0.1502 5.7638 2.5915
Sr 1.7612 -5.0687 0.8600
H -6.3078 -1.8964 1.2966
C 0.0668 -0.7654 -8.2391
H 1.2766 6.5961 -0.0760
H 0.6895 -0.2474 -0.5676
H 8.3724 -2.9869 -0.2302
H 0.8577 1.8403 -8.3493
H -8.9694 1.1955 1.1519
C -8.2119 0.6424 0.5966
H 6.2623 -3.8712 -1.8622
H -6.8653 0.1733 2.3140
C -0.2738 5.2661 0.5063
C 7.6484 -2.7353 -1.0053
H -0.0660 3.5631 1.6079
H -1.5019 -1.6268 4.9176
H -0.6519 2.1272 -9.1369
C 2.5052 1.3457 6.7326
H 1.0524 -0.6495 -7.7883
H -11.3175 -0.6779 3.8417
O 1.4323 5.0684 -1.3836
H 3.5274 1.7131 6.8223
C 1.2140 5.5105 -0.0006
H -1.4976 -0.1099 5.8865
H -0.1106 0.3077 -5.8240
H -3.4291 -6.4768 0.5971
C -10.4126 -1.2806 3.7635
O -9.4957 -0.5225 3.0215
H 2.2223 1.4535 5.6854
H 1.8093 -2.6669 5.9279
H 2.8777 4.1626 -2.4301
H 0.3593 -0.6133 -9.2781
H -1.5787 5.8885 2.0977
C 1.0371 -0.4972 7.3565
H -1.7945 0.4275 -8.1073
C 7.4416 -1.7560 1.9886
H 6.9485 -1.7228 2.9601
C -8.5677 -1.2751 2.2172
H -8.7397 0.0670 -0.1640
H -0.4434 7.1473 1.7726
H -10.6797 -2.2152 3.2704
H -8.1000 -1.9875 2.8968
N 0.8635 -2.4155 5.6782
H 0.3220 -2.8775 -9.4710
H 7.3144 -0.7260 -0.3650
H 1.1027 -3.3633 -8.0567
H -1.2979 1.4209 -6.2225
C -0.7640 0.4882 -7.7574
H -7.5924 1.3391 0.0319
Sr -2.1931 -3.4493 -3.5764
H 0.2935 -3.0496 6.2196
C -7.5069 -0.3028 1.5725
H 0.8464 -0.6085 5.0825
C 6.7715 -1.6706 -0.3308
N -0.9729 0.4701 -6.3242
H -10.0840 -1.4878 4.7819
H -5.9198 -0.5002 0.6631
H 7.4275 -2.5224 -3.1292
H 7.4818 -4.7768 -1.2942
H -0.4475 2.7431 -7.5122
O 2.3778 0.0350 7.2983
C 8.1930 -2.2305 -2.4103
H 3.2342 5.9303 -2.1412
H -0.6086 -3.8575 -8.3042
N 6.9006 -3.9772 -1.0867
H 9.0354 -2.8076 -2.7915
H 8.3706 -1.1752 -2.2030
H -1.5624 -1.6297 6.6729
H -0.8385 5.6549 -0.3411
C 2.8371 5.0004 -1.7341
C -0.2147 1.9013 -8.1643
O -2.6531 -6.1488 0.1023
N -6.6831 -1.1595 0.7167
H -0.3106 3.3158 0.1071
O 6.3919 -1.9201 1.0349
O -0.4780 -1.9349 -7.7674
C -0.5432 6.0624 1.8053
H 7.8221 -0.7347 1.9720
H 1.0624 -1.2414 8.1525
H 3.3626 4.5702 -0.8815
H 5.8306 -1.5119 -0.8578
H -9.0511 -1.8529 1.4295
H 8.1890 -2.5479 1.9406

Atoms 1-3, force components in eV/Å:
O -0.02 -0.78 -0.11
C -0.16 -0.79 -0.80
H 0.04 0.34 0.07

(2)
DFT (wB97M-V/def2-TZVPD) results for a molecular structure, C20H57N5O7Sr2 in a non-equilibrium geometry.

Output
2S+1 = 1
net charge = +2
E_HOMO = -0.492 Ha

Geometry (Å):
N -13.0558 -5.6583 -7.9282
C -12.4245 -8.7073 -5.6948
H -7.4851 -10.4841 -9.3177
O -10.1446 -11.1254 -5.9705
O -14.7618 -11.1455 -10.6139
O -12.3704 -8.4574 -7.0994
H -10.5675 -9.9421 -12.1966
Sr -10.6667 -7.0301 -9.1301
H -9.3238 -12.4441 -14.3430
N -13.4947 -9.1846 -12.9036
C -9.1550 -10.9158 -12.8611
H -8.2056 -10.7190 -6.3757
C -15.8387 -9.4725 -13.5607
H -10.9208 -11.7380 -13.9935
C -9.3640 -10.1559 -8.2277
C -14.0366 -6.5715 -7.3693
H -4.9865 -11.8953 -12.7600
N -9.7731 -9.5960 -12.7154
H -13.1358 -4.7196 -7.5642
C -11.2292 -12.0010 -6.3040
H -12.4985 -7.7957 -5.1019
H -11.1992 -11.4650 -9.7980
H -14.6766 -4.6286 -13.6983
H -11.7487 -13.7268 -9.1352
C -13.6089 -8.0125 -7.6823
H -14.5565 -13.0542 -9.9957
H -9.2472 -9.0902 -12.0171
C -15.5200 -6.2883 -7.8640
C -12.6356 -12.5534 -10.7513
C -5.5695 -11.7473 -13.6690
N -9.1479 -8.7360 -8.0249
H -11.9355 -12.0815 -5.4777
H -9.4033 -8.3636 -7.1215
O -11.6875 -8.7298 -10.5581
H -8.7810 -11.4684 -9.8508
H -12.8969 -4.5045 -13.6254
H -5.2930 -12.5490 -14.3538
H -10.7950 -12.9813 -6.5008
H -15.9726 -5.4015 -7.4204
H -11.9264 -10.7006 -10.9206
C -9.8540 -11.5299 -14.0763
H -7.6078 -9.9242 -14.0572
H -16.5457 -9.0536 -12.8447
H -13.8188 -6.4741 -6.3057
O -9.4237 -6.9697 -11.2352
H -9.2669 -11.4609 -11.9238
C -13.7791 -4.9615 -13.1771
H -13.1516 -9.4874 -5.4692
H -5.2853 -10.8031 -14.1336
C -9.0779 -11.0481 -6.9403
H -10.4114 -10.0708 -8.5173
H -7.1216 -10.1510 -12.3875
H -8.1554 -8.5596 -8.0878
H -16.7140 -11.0987 -9.7479
H -13.2520 -5.6055 -8.9176
O -13.5560 -6.3642 -13.2951
H -13.7238 -11.8376 -8.9153
H -15.2952 -10.3953 -8.7757
O -6.9535 -11.8558 -13.4717
C -8.5494 -10.4466 -9.5500
H -8.6768 -9.7509 -10.3794
H -15.6864 -10.5360 -13.3770
H -11.1431 -14.1005 -10.7911
H -15.0740 -7.0617 -12.1980
C -14.5669 -8.5567 -13.6480
H -14.4032 -8.6747 -7.3379
H -8.8712 -12.0609 -7.2861
H -13.9563 -4.5739 -12.1739
H -13.7050 -10.1426 -13.1450
H -11.8089 -11.7423 -7.1900
H -12.6220 -14.7571 -10.1901
H -12.3149 -9.3765 -10.1804
C -12.0142 -13.8522 -10.1849
C -14.7491 -7.0425 -13.2383
H -15.4120 -5.9463 -8.8933
C -13.9416 -12.1563 -9.9346
H -13.0592 -12.6976 -11.7452
H -8.4930 -7.0964 -11.5043
N -11.5311 -11.6124 -10.7404
H -15.6750 -6.6701 -13.6767
H -13.5807 -9.0150 -11.9117
H -16.3385 -9.3890 -14.5258
H -13.4936 -8.1891 -8.7517
H -15.8379 -9.5367 -10.1052
H -9.7715 -10.8596 -14.9319
C -15.7649 -10.5629 -9.7449
C -7.6482 -10.6197 -13.2189
Sr -11.4817 -7.4039 -12.4917
H -11.5183 -9.2676 -5.4645
H -16.0000 -7.2446 -7.6560
H -14.1766 -8.6390 -14.6625

Atoms 1-3, force components in eV/Å:
N 1.08 -0.12 -1.04
C 0.69 -0.95 -0.08
H 0.18 0.18 0.13

(3)
DFT (wB97M-V/def2-TZVPD) results for a molecular structure, C20H57N5O7Sr2 in a non-equilibrium geometry.

Output
2S+1 = 1
net charge = +2
E_HOMO = -0.485 Ha

Geometry (Å):
H 8.3660 -12.4650 21.4280
H 10.0344 -16.2025 19.5008
H 6.1896 -6.6396 21.3129
H 2.5470 -13.9630 20.6890
N 6.2011 -12.5011 17.7503
H 7.1377 -7.6546 25.2890
H 8.2414 -5.4759 25.5638
C 4.3658 -7.6243 21.9424
C 8.9346 -6.0227 24.9245
H 8.4279 -8.5029 25.1093
H 10.3449 -9.6034 21.6831
C 9.8805 -10.7604 16.8097
H 7.7370 -11.1989 20.0520
H 3.2651 -14.0440 17.8279
H 3.9593 -9.4097 24.6032
C 9.6370 -9.0320 21.0828
H 9.4750 -6.6191 22.1708
N 6.1593 -8.6077 20.5104
C 9.6883 -13.8266 21.0058
C 8.5466 -12.6871 16.9555
H 6.8152 -14.2863 21.4343
O 4.6289 -11.1692 22.1368
H 9.9475 -15.5721 22.3592
H 11.3347 -12.5428 20.4444
C 7.1581 -14.7650 17.5398
Sr 4.9129 -12.0431 19.9166
H 6.3177 -15.0902 18.1531
H 6.4101 -15.9038 20.8186
O 4.9104 -8.2150 23.1125
H 9.1483 -9.7737 20.4510
C 1.5767 -15.3387 19.4500
N 9.1013 -12.9021 21.9651
Sr 6.7822 -9.9035 22.6038
N 7.6986 -8.0714 24.5597
O 7.1472 -11.4594 20.7861
O 11.3882 -15.6003 20.8253
C 2.8009 -14.4998 19.7750
H 9.4895 -6.6577 25.6152
H 8.5907 -13.4797 22.6176
H 10.0502 -7.9430 23.3227
C 3.9495 -8.3876 24.2246
H 11.1638 -14.4670 22.5064
H 3.8318 -16.1259 20.8042
C 7.4273 -13.2833 17.8102
C 6.0204 -15.0252 21.3327
H 10.8512 -13.5369 19.1278
H 1.7327 -15.9216 18.5422
H 8.0841 -15.3139 17.7112
H 6.9392 -14.9407 16.4866
H 4.4342 -15.8525 19.1299
C 5.4540 -7.3219 20.8868
C 10.7609 -16.6988 20.1443
H 7.8476 -13.2548 18.8155
H 10.3617 -17.3610 20.9126
H 8.4096 -12.8284 15.8834
H 4.1325 -7.6616 25.0168
H 5.9638 -12.5290 16.7690
H 2.9564 -8.2302 23.8040
C 4.9224 -6.6762 19.6244
H 10.8469 -11.1949 17.0655
O 8.6855 -8.4754 21.9344
C 8.2485 -6.9344 23.8201
H 9.4552 -13.2058 17.2612
H 9.5962 -5.3801 24.3436
H 7.4203 -6.3998 23.3550
N 3.1392 -13.5811 18.7167
C 9.2261 -7.4985 22.7647
H 3.7493 -6.7663 22.2106
H 1.3958 -16.0940 20.2148
C 10.5200 -14.8872 21.7337
C 4.0360 -15.3855 20.0307
H 3.5972 -8.2080 21.4359
H 5.4980 -9.1127 19.9380
H 4.2246 -7.2578 19.0219
C 10.4529 -12.9801 19.9760
H 6.7439 -8.3232 19.7375
H 0.7098 -14.7342 19.1832
H 4.2812 -11.2886 23.0419
H 4.3620 -5.7857 19.9092
H 2.2759 -13.0755 18.5783
H 5.6398 -15.3502 22.3011
H 8.9215 -14.3080 20.3989
H 9.8991 -12.1370 19.5630
H 9.9074 -10.7830 15.7202
H 11.4321 -17.2649 19.4985
H 6.3724 -11.5257 17.9488
O 8.6588 -11.2884 17.3047
H 10.0707 -8.3076 20.3934
H 5.7243 -6.3921 18.9430
O 5.0339 -14.4300 20.5568
H 9.9001 -9.7417 17.1968

Atoms 1-3, force components in eV/Å:
H -0.32 0.61 0.19
H -0.69 -0.73 -0.14
H 0.20 -0.18 0.13

Relative energy (zero: lowest compared OMol25 entry of this formula, charge and spin) readings, ordered: 1888.24 268.62 0.00 kJ/mol